Record 1
The following is a quantum chemistry calculation of a cluster of 11 separate species, C11H44O11 in total in a non-equilibrium geometry, from the OMol25 dataset.

## Properties
SMILES	CO.CO.CO.CO.CO.CO.CO.CO.CO.CO.CO
gap between HOMO and LUMO	9.9	eV

Each line ends with the Mulliken charge.
Cartesian coordinates (Å):
C 0.637 -6.610 -3.443  -0.503
O 1.287 -7.078 -4.605  -0.486
H 0.436 -5.543 -3.539  0.182
H -0.305 -7.144 -3.315  0.259
H 1.291 -6.837 -2.602  0.233
H 0.995 -7.991 -4.550  0.315
C -5.121 2.871 2.291  -0.485
O -5.099 4.095 2.973  -0.505
H -4.718 2.162 3.014  0.190
H -6.120 2.500 2.063  0.279
H -4.461 2.931 1.426  0.229
H -5.494 4.757 2.400  0.295
C 5.478 -3.156 -1.640  -0.492
O 5.758 -3.644 -0.317  -0.491
H 6.034 -2.383 -2.170  0.260
H 5.513 -4.051 -2.260  0.250
H 4.474 -2.739 -1.565  0.181
H 6.665 -3.954 -0.365  0.293
C 0.664 5.831 -1.605  -0.489
O 1.043 5.716 -2.923  -0.496
H -0.267 6.394 -1.532  0.259
H 0.363 4.820 -1.331  0.147
H 1.520 6.202 -1.042  0.279
H 1.274 6.617 -3.160  0.301
C -0.209 -0.528 -0.307  -0.517
O -1.598 -0.336 -0.610  -0.480
H -0.081 -0.338 0.759  0.240
H -0.059 -1.579 -0.555  0.196
H 0.505 0.178 -0.729  0.282
H -1.674 0.556 -0.956  0.282
C 4.792 2.309 -4.010  -0.483
O 6.120 2.129 -4.410  -0.500
H 4.566 3.363 -3.850  0.232
H 4.129 1.829 -4.730  0.221
H 4.492 1.861 -3.063  0.208
H 6.413 2.968 -4.772  0.322
C 0.104 4.220 4.272  -0.426
O -0.747 5.271 3.831  -0.519
H 1.108 4.616 4.429  0.211
H -0.329 3.821 5.189  0.236
H 0.121 3.437 3.514  0.192
H -1.665 4.993 3.802  0.303
C -2.132 2.117 -5.851  -0.495
O -2.529 2.986 -4.754  -0.502
H -2.879 1.943 -6.626  0.231
H -1.286 2.583 -6.356  0.233
H -1.842 1.112 -5.546  0.219
H -1.890 3.698 -4.666  0.313
C -5.428 -3.571 -0.109  -0.576
O -4.045 -3.786 -0.053  -0.483
H -5.610 -2.522 -0.340  0.233
H -5.952 -4.059 -0.930  0.251
H -5.971 -3.682 0.830  0.246
H -3.582 -2.955 -0.176  0.324
C -2.430 -3.076 4.758  -0.462
O -1.651 -2.483 5.831  -0.505
H -2.167 -2.631 3.798  0.179
H -1.942 -4.037 4.595  0.260
H -3.503 -3.038 4.944  0.232
H -0.750 -2.441 5.501  0.287
C 3.054 -1.485 6.250  -0.447
O 2.318 -1.654 5.099  -0.498
H 2.475 -0.790 6.858  0.189
H 3.259 -2.389 6.824  0.196
H 3.938 -0.994 5.845  0.259
H 2.710 -1.384 4.265  0.312


Record 2
The following is a quantum chemistry calculation of a structure of composition C18H13MoN7O7S3Sb, from the OMol25 dataset.

## Properties
multiplicity	2
gap between HOMO and LUMO (spin up / spin down)	4.1 / 3.5	eV
net charge	+2

Each line ends with the Löwdin spin population.
Cartesian coordinates (Å):
Mo -0.545 2.663 -2.000  0.007
S 1.941 1.914 -5.492  0.899
Sb 0.314 3.525 -5.012  0.026
S -1.588 2.131 -3.761  -0.007
S 1.122 4.030 -2.818  0.061
O -0.506 4.826 0.727  0.000
C -1.348 4.156 0.258  0.000
O -1.446 4.064 -1.201  0.007
C -2.333 3.228 0.837  0.000
C -3.228 3.548 1.849  0.000
C -4.093 2.556 2.268  0.000
C -4.098 1.280 1.734  0.000
C -3.193 0.981 0.732  0.000
C -2.300 1.947 0.295  0.000
O -1.320 1.655 -0.600  0.002
N -3.207 -0.363 0.127  0.000
O -3.640 -1.262 0.798  0.000
O -2.779 -0.451 -1.012  0.000
N -5.064 2.875 3.346  0.000
O -5.855 2.009 3.633  0.000
O -5.002 3.990 3.810  0.000
H -3.264 4.529 2.302  0.000
H -4.793 0.532 2.093  0.000
C 0.537 -0.785 -3.045  0.001
C 1.256 0.006 -2.015  0.002
N 0.944 1.235 -1.572  0.000
C 1.813 1.551 -0.532  0.000
C 2.649 0.508 -0.361  0.000
N 2.292 -0.444 -1.292  0.000
C 2.910 -1.792 -1.390  0.000
N 2.251 -2.743 -0.575  0.000
N 1.088 -3.302 -1.033  0.000
N 0.635 -4.103 -0.165  0.000
C 1.496 -4.124 0.917  0.000
C 1.427 -4.864 2.102  0.000
C 2.444 -4.677 3.006  0.000
C 3.504 -3.780 2.746  0.000
C 3.584 -3.047 1.583  0.000
C 2.544 -3.246 0.670  0.000
H -0.495 -0.451 -3.121  0.000
H 0.521 -1.835 -2.751  0.000
H 1.016 -0.696 -4.022  0.000
H 1.772 2.484 0.008  0.000
H 3.451 0.350 0.340  0.000
H 3.947 -1.685 -1.080  0.000
H 2.877 -2.096 -2.433  0.000
H 0.610 -5.548 2.283  0.000
H 2.445 -5.226 3.937  0.000
H 4.286 -3.674 3.486  0.000
H 4.418 -2.383 1.396  0.000


Record 3
The following is a quantum chemistry calculation of a cluster of 13 separate species, C32H86F6N2O34PS10 in total in a non-equilibrium geometry, from the OMol25 dataset.

## Properties
gap between HOMO and LUMO	10.1	eV
net charge	-1

Each line ends with the Mulliken charge.
Cartesian coordinates (Å):
P -0.371 -0.679 0.988  1.713
F -0.746 -0.815 -0.599  -0.681
F -1.501 -1.747 1.369  -0.164
F 0.580 -1.977 0.955  -0.280
F -0.040 -0.503 2.539  -0.592
F 0.890 0.271 0.587  -0.195
F -1.393 0.581 1.065  -0.652
C -2.057 -3.821 -0.588  -0.478
N -3.486 -4.143 -0.276  1.089
O -3.837 -5.292 -0.098  -0.631
O -4.279 -3.262 -0.348  -0.481
H -1.723 -2.788 -0.498  -0.084
H -1.639 -4.275 -1.486  0.363
H -1.647 -4.320 0.290  0.117
C -0.656 -4.016 3.424  0.028
N 0.724 -4.269 3.757  1.083
O 1.546 -4.649 2.976  -0.601
O 0.940 -4.088 4.911  -0.619
H -0.797 -4.282 2.376  -0.069
H -0.707 -2.930 3.498  -0.222
H -1.459 -4.401 4.052  0.371
O 5.966 -4.364 -2.878  -0.525
S 5.330 -5.280 -1.878  1.251
O 6.024 -5.649 -0.652  -0.654
O 3.816 -4.645 -1.442  -0.004
C 3.000 -5.280 -0.508  -0.832
C 1.759 -4.445 -0.284  -0.454
C 4.840 -6.911 -2.605  -1.015
H 3.434 -5.541 0.458  0.394
H 2.561 -6.196 -0.903  0.355
H 1.288 -4.344 -1.262  0.052
H 1.983 -3.487 0.184  -0.072
H 1.101 -4.985 0.396  0.431
H 5.709 -7.250 -3.169  0.449
H 4.011 -6.722 -3.288  0.256
H 4.583 -7.537 -1.751  0.351
O -5.526 2.041 -2.473  -0.611
S -5.503 0.594 -2.239  1.277
O -6.526 -0.049 -1.388  -0.638
O -5.515 -0.174 -3.777  -0.375
C -4.721 0.444 -4.832  -0.121
C -5.711 1.196 -5.845  -1.110
C -3.813 0.099 -1.555  -0.608
H -4.152 -0.366 -5.288  0.385
H -3.976 1.090 -4.367  0.123
H -6.137 0.525 -6.591  0.328
H -5.082 1.836 -6.464  0.333
H -6.450 1.723 -5.242  0.288
H -3.854 0.089 -0.466  0.090
H -3.064 0.775 -1.969  0.157
H -3.635 -0.939 -1.837  0.448
O 0.577 4.063 -3.321  -0.773
S -0.104 2.887 -2.877  1.166
O -1.195 3.041 -1.962  -0.484
O -0.626 1.974 -4.160  -0.102
C 0.278 1.860 -5.276  -0.190
C -0.299 0.904 -6.311  -0.807
C 1.045 1.583 -2.203  0.032
H 1.275 1.526 -4.990  0.288
H 0.364 2.859 -5.705  0.380
H 0.118 -0.048 -5.982  0.033
H -0.085 1.189 -7.341  0.383
H -1.373 0.775 -6.443  0.156
H 1.944 1.336 -2.769  0.589
H 0.500 0.664 -1.988  -0.106
H 1.335 1.950 -1.218  -0.521
O 5.254 0.398 -1.623  -0.599
S 5.030 -0.998 -1.932  0.899
O 5.824 -1.609 -2.974  -0.497
O 5.302 -1.932 -0.577  -0.205
C 4.893 -1.481 0.685  0.570
C 5.380 -2.436 1.781  -1.425
C 3.191 -1.252 -2.117  0.472
H 3.832 -1.237 0.647  0.017
H 5.423 -0.556 0.911  0.090
H 4.961 -2.199 2.759  0.397
H 6.464 -2.498 1.876  0.344
H 4.986 -3.429 1.566  0.250
H 2.982 -2.321 -2.141  -0.360
H 2.834 -0.803 -3.044  0.400
H 2.674 -0.728 -1.312  -0.340
O -5.899 1.930 4.470  -0.518
S -5.524 3.317 4.342  1.130
O -4.963 4.070 5.460  -0.641
O -4.657 3.581 3.000  -0.187
C -5.174 3.267 1.694  -0.673
C -3.996 3.094 0.735  -0.263
C -7.073 4.300 3.890  -0.958
H -5.776 4.097 1.324  0.533
H -5.876 2.434 1.749  0.520
H -3.309 3.929 0.873  0.144
H -4.371 2.806 -0.247  0.199
H -3.460 2.180 0.990  -0.287
H -7.538 3.776 3.055  0.301
H -6.687 5.270 3.576  0.302
H -7.715 4.331 4.771  0.381
O -5.054 -4.127 4.087  -0.627
S -6.114 -3.194 3.672  1.151
O -7.294 -3.003 4.490  -0.625
O -5.463 -1.676 3.563  -0.328
C -4.120 -1.572 3.167  -0.094
C -3.563 -0.169 3.523  0.011
C -6.653 -3.442 1.900  -0.763
H -4.023 -1.841 2.116  0.090
H -3.572 -2.283 3.785  0.322
H -2.479 -0.136 3.408  -0.374
H -3.846 0.060 4.551  0.661
H -3.915 0.581 2.814  -0.342
H -6.694 -2.481 1.386  0.194
H -7.670 -3.832 1.893  0.435
H -5.999 -4.157 1.400  0.229
O 8.328 4.325 1.820  -0.630
S 7.493 3.827 0.730  1.154
O 8.045 2.928 -0.284  -0.598
O 6.122 3.176 1.375  -0.356
C 5.178 2.642 0.529  0.568
C 3.963 2.824 1.373  -0.886
C 6.790 5.275 -0.189  -0.875
H 5.278 1.579 0.307  -0.247
H 5.002 3.273 -0.342  0.347
H 3.061 2.260 1.135  -0.117
H 3.604 3.854 1.360  0.269
H 4.224 2.552 2.396  0.463
H 6.497 4.800 -1.125  0.295
H 7.536 6.025 -0.452  0.382
H 5.970 5.675 0.408  0.287
O 0.790 8.674 0.718  -0.605
S -0.152 7.559 1.039  1.074
O -1.493 7.619 0.489  -0.595
O 0.554 6.092 0.605  -0.456
C -0.330 4.974 0.420  -0.345
C 0.555 3.753 0.589  0.340
C -0.279 7.205 2.870  -0.815
H -0.892 5.065 -0.510  0.366
H -1.084 4.922 1.204  0.169
H 0.089 2.838 0.224  -0.727
H 0.828 3.686 1.642  0.292
H 1.474 3.967 0.043  0.428
H 0.733 7.032 3.235  0.330
H -0.728 6.265 3.191  0.211
H -0.811 8.030 3.345  0.379
O 2.620 0.795 5.810  -0.586
S 1.366 0.623 6.543  1.100
O 1.343 0.802 8.022  -0.628
O 0.322 1.692 5.782  -0.464
C 0.596 1.901 4.357  0.110
C -0.650 2.388 3.714  -0.198
C 0.515 -0.821 5.919  -0.443
H 1.066 1.071 3.829  0.139
H 1.359 2.672 4.247  0.273
H -0.715 2.057 2.677  -0.519
H -0.836 3.461 3.671  0.126
H -1.523 1.874 4.116  0.450
H 0.909 -1.681 6.462  0.481
H 0.741 -0.881 4.855  -0.130
H -0.571 -0.767 5.999  0.315
O 5.116 -3.103 -4.904  -0.548
S 3.776 -3.653 -5.176  1.140
O 3.612 -5.043 -4.778  -0.625
O 2.636 -2.641 -4.530  -0.068
C 1.323 -3.253 -4.329  -0.294
C 0.289 -2.191 -3.784  -0.659
C 3.455 -3.465 -7.010  -1.229
H 1.534 -4.023 -3.588  0.094
H 0.913 -3.724 -5.222  0.576
H -0.584 -2.814 -3.590  0.387
H -0.032 -1.456 -4.521  0.055
H 0.551 -1.748 -2.823  -0.022
H 3.268 -2.444 -7.343  0.349
H 2.558 -4.007 -7.309  0.363
H 4.314 -3.753 -7.615  0.411


Record 4
The following is a quantum chemistry calculation of a cluster of 2 separate species, C5H8N in total in a non-equilibrium geometry, from the OMol25 dataset.

## Properties
gap between HOMO and LUMO (spin up / spin down)	8.0 / 7.9	eV
net charge	+1

Each line ends with the Mulliken charge.
Cartesian coordinates (Å):
C 0.434 -0.703 -0.174  0.636
C 0.452 0.673 -0.090  0.557
C -2.634 0.323 -0.472  -0.382
C 0.548 -2.078 0.247  -0.817
C 1.219 1.888 0.050  -1.039
N -0.275 0.057 -1.046  -0.396
H -3.434 -0.260 -1.015  0.229
H -2.858 1.357 -0.836  0.207
H 0.646 -2.106 1.310  0.307
H 1.547 -2.551 -0.170  0.328
H -0.495 -2.562 -0.110  0.316
H 0.723 2.709 -0.376  0.351
H 2.126 1.713 -0.464  0.367
H 1.614 1.968 1.082  0.337


Record 5
The following is a quantum chemistry calculation of a cluster of 2 separate species, C5H14NO2 in total in a non-equilibrium geometry, from the OMol25 dataset.

## Properties
gap between HOMO and LUMO	7.1	eV
net charge	-1

Each line ends with the Mulliken charge.
Cartesian coordinates (Å):
C 0.525 -0.560 2.012  -0.672
C 0.877 -1.498 0.873  -0.559
C -0.409 0.613 1.641  -0.524
N 0.165 1.651 0.755  -0.270
C -0.555 1.939 -0.492  -0.700
C -0.271 1.152 -1.780  -0.560
O -0.619 -0.154 -1.651  -0.907
H 1.387 -0.201 2.563  0.353
H -0.030 -1.082 2.807  0.323
H 1.941 -1.419 0.602  0.238
H 0.349 -1.170 -0.025  0.009
H 0.811 -2.571 1.060  0.350
H -1.363 0.298 1.236  0.255
H -0.578 1.057 2.633  0.302
H 1.142 1.417 0.682  0.238
H -1.592 1.697 -0.262  0.293
H -0.466 3.016 -0.703  0.318
H 0.785 1.270 -2.163  0.231
H -0.786 1.586 -2.686  0.287
H -0.890 -2.951 -2.291  0.251
H -0.266 -1.609 -2.169  0.460
O -0.157 -2.481 -2.642  -0.713


Record 6
The following is a quantum chemistry calculation of a structure of composition C14H17AsNS4SbSe2TcTe2 in a non-equilibrium geometry, from the OMol25 dataset.

## Properties
gap between HOMO and LUMO	4.7	eV
net charge	+1

Each line ends with the Mulliken charge.
Cartesian coordinates (Å):
Tc 0.805 0.292 -0.294  -0.247
Se -2.344 -2.358 1.078  0.094
Te -3.698 -3.133 3.112  -0.038
Te -4.636 -0.542 3.171  -0.079
Se -2.674 -0.084 1.589  -0.046
C -2.566 2.413 -2.021  -0.810
C -2.795 1.660 -3.168  -0.545
C -2.091 0.489 -3.348  -0.705
C -1.150 0.090 -2.396  1.078
N -0.862 0.894 -1.343  0.621
C -1.577 2.008 -1.154  -0.853
C -0.515 -1.220 -2.343  0.560
C -0.699 -2.233 -3.290  -0.578
C -0.236 -3.506 -3.030  -0.801
C 0.389 -3.796 -1.826  -0.679
C 0.631 -2.786 -0.908  -0.156
C 0.216 -1.488 -1.168  0.266
H -3.130 3.309 -1.823  0.508
H -3.522 1.982 -3.895  0.479
H -2.270 -0.120 -4.217  0.452
H -1.344 2.576 -0.260  0.599
H -1.197 -2.033 -4.225  0.420
H -0.376 -4.288 -3.760  0.431
H 0.706 -4.805 -1.613  0.475
H 1.140 -3.014 0.019  0.504
S 4.374 1.915 1.709  -0.310
As 3.938 -0.090 1.550  0.440
S 0.413 0.353 1.792  -0.311
S 2.984 -0.755 -0.310  -0.191
S 4.562 -1.580 2.801  -0.237
C 0.903 3.559 -2.705  -1.284
Sb 2.015 2.510 -1.189  0.760
C 3.947 2.431 -2.122  -1.073
C 2.207 4.168 0.152  -1.094
H 1.580 4.261 -3.178  0.497
H 0.092 4.116 -2.248  0.377
H 0.498 2.897 -3.464  0.370
H 4.180 3.424 -2.497  0.415
H 3.938 1.722 -2.947  0.388
H 4.699 2.132 -1.395  0.315
H 2.667 4.979 -0.405  0.384
H 2.836 3.900 0.994  0.240
H 1.223 4.469 0.503  0.363


no.,total energy (eV)
1,-34635.4012
2,-84517.3844
3,-241114.1088
4,-6790.0371
5,-10996.7171
6,-274472.5577